Entry 1:
The following is a DFT calculation (ωB97M-V/def2-TZVPD) of a structure of composition C22H30BrN5O2Pt.

- Highest occupied orbital energy: -13.69 eV
- HOMO-LUMO gap: 7.7 eV

```
! RIJCOSX wB97M-V def2-TZVPD def2/J DEFGRID3
* xyz 2 1
Pt -0.223 0.240 -1.068
Br -2.132 -1.309 -1.320
O 2.777 0.755 1.866
O 1.527 1.129 -0.822
N 1.670 3.252 1.745
N -1.568 0.593 1.754
N 0.804 -1.399 -0.670
N -1.020 2.119 -1.504
N 2.088 -1.064 -0.248
C 2.540 0.170 -0.957
C -2.454 2.602 0.572
C 4.954 0.873 -1.094
C 0.336 -2.589 -0.665
C 6.133 1.701 0.821
C -1.043 -2.874 -0.985
C 3.815 0.658 -0.326
C -5.425 -5.662 -1.724
C 5.014 1.474 1.612
C -1.557 -4.111 -0.982
C 6.110 1.390 -0.531
C -3.317 -5.746 -0.586
C 0.297 2.847 1.282
C -2.894 -4.603 -1.273
C -0.696 2.764 2.417
C -1.449 3.126 -0.468
C 3.871 0.949 1.036
C -1.928 2.009 1.897
C -3.742 -4.020 -2.221
C -4.584 -6.260 -0.796
C -4.998 -4.554 -2.446
C -0.221 3.756 0.185
H -3.404 -3.192 -2.828
H 4.924 0.643 -2.153
H -1.772 2.016 -2.181
H 1.668 4.045 2.387
H -3.071 3.462 0.840
H -1.959 3.906 -1.037
H 0.976 -3.425 -0.396
H 0.544 3.967 -0.568
H -2.729 2.147 2.629
H 2.208 0.073 1.477
H 5.031 1.666 2.678
H -0.529 4.718 0.608
H 0.455 1.848 0.893
H -0.281 2.219 3.269
H 7.030 2.103 1.272
H -0.980 3.760 2.770
H -5.641 -4.116 -3.196
H -1.399 0.190 2.670
H -2.351 0.079 1.365
H 2.742 -1.840 -0.338
H -3.141 1.894 0.100
H -0.254 2.542 -2.027
H -0.843 -4.873 -0.673
H 2.268 3.477 0.947
H 2.091 2.407 2.182
H -2.652 -6.225 0.123
H -4.909 -7.135 -0.251
H -6.410 -6.073 -1.903
H 6.985 1.551 -1.144
H 2.717 -0.050 -2.018
*
```

Let us look at the natural (NBO) charges, expressed in e, one per atom: 0.784 0.219 -0.745 -0.786 -0.688 -0.863 -0.266 -0.789 -0.479 0.221 -0.435 -0.153 0.089 -0.155 -0.176 -0.183 -0.152 -0.297 -0.076 -0.217 -0.182 -0.077 -0.062 -0.426 -0.038 0.352 -0.043 -0.206 -0.185 -0.199 -0.433 0.213 0.226 0.411 0.432 0.248 0.224 0.231 0.226 0.206 0.511 0.236 0.237 0.264 0.228 0.239 0.225 0.235 0.377 0.369 0.394 0.225 0.415 0.242 0.444 0.476 0.223 0.238 0.238 0.240 0.173

***

Entry 2:
The following is a DFT calculation (ωB97M-V/def2-TZVPD) of a structure of composition C22H30ClInN9O2.

- Highest occupied orbital energy (alpha / beta): -12.05 / -13.08 eV
- HOMO-LUMO gap (alpha / beta): 7.3 / 7.6 eV
- Expectation value of S²: 0.77

```
! RIJCOSX wB97M-V def2-TZVPD def2/J DEFGRID3
* xyz 2 2
In -0.411 -0.170 -0.152
Cl -3.690 -0.999 -1.010
O -1.898 -0.513 2.613
O 2.070 0.960 0.133
N -2.440 -1.594 3.167
N 1.455 -0.528 -2.431
N 2.594 -1.261 -4.861
N -0.635 3.100 -3.959
N 0.153 2.142 -4.480
N -0.659 2.355 1.290
N -0.158 1.835 -2.263
N 1.552 -1.658 0.743
N -1.936 2.382 3.858
C 1.843 -0.173 -4.747
C 1.266 0.195 -3.533
C 0.028 1.887 2.499
C -1.679 -2.399 3.936
C 2.210 -1.624 -2.550
C -2.205 -1.586 -1.685
C -2.200 -3.549 4.487
C 3.843 -2.155 1.159
C 1.267 -2.962 0.894
C -2.119 2.343 1.427
C 2.224 -3.912 1.186
C 3.542 -3.494 1.318
C -0.435 2.563 3.772
C -3.724 -1.918 2.909
C 2.773 -1.989 -3.759
C -0.816 2.909 -2.651
C -3.519 -3.894 4.245
C -2.630 3.029 2.679
C 0.417 1.403 -3.427
C 3.123 0.215 0.738
C 2.817 -1.262 0.876
C -4.283 -3.060 3.443
H -2.382 4.087 2.718
H -1.421 3.561 -2.037
H 4.864 -1.801 1.243
H -2.143 1.375 3.845
H -3.702 2.902 2.815
H 4.329 -4.211 1.530
H -0.301 3.249 0.976
H -3.942 -4.795 4.668
H 1.949 -4.953 1.295
H -1.966 -1.191 -2.665
H 1.690 0.434 -5.632
H -4.238 -1.233 2.253
H 3.382 -2.881 -3.841
H -2.591 2.788 0.552
H -1.995 -2.629 -1.486
H -2.443 1.297 1.469
H 3.282 0.631 1.732
H 2.360 -2.225 -1.659
H -0.170 0.815 2.607
H 0.225 -3.243 0.772
H -2.293 2.756 4.734
H 0.003 2.119 4.663
H -1.558 -4.170 5.097
H -1.004 3.824 -4.553
H 1.102 2.014 2.383
H -0.252 3.636 3.775
H -0.662 -2.063 4.069
H 2.102 0.813 -0.821
H -5.312 -3.291 3.208
H 4.057 0.345 0.194
*
```

Let us look at the natural (NBO) charges, expressed in e, one per atom: 0.866 0.008 -0.688 -0.735 0.062 -0.461 -0.326 -0.322 -0.226 -0.633 -0.516 -0.531 -0.510 0.048 0.112 -0.274 0.003 -0.004 -0.522 -0.202 -0.241 0.037 -0.275 -0.250 -0.128 -0.232 0.013 0.008 0.202 -0.157 -0.233 0.262 -0.105 0.196 -0.207 0.221 0.216 0.239 0.457 0.238 0.244 0.385 0.250 0.244 0.205 0.234 0.240 0.221 0.234 0.204 0.246 0.205 0.207 0.240 0.205 0.437 0.237 0.249 0.438 0.244 0.223 0.234 0.504 0.254 0.206

***

The ΔE to the lowest compared entry with this formula, charge and spin results, record by record, are as follows: 0.00, 0.00 kcal/mol.